No. 1
{
  "formula": "C26H28N2O6",
  "method": "ωB97M-V/def2-TZVPD",
  "smiles": "CCCN(CC1CC1)C(=O)COC(=O)c1ccc2c(c1)C(=O)N(c1ccc(OCC)cc1)C2=O",
  "homo_energy_ev": -8.43,
  "relative_energy_kcal_mol": 29.1,
  "e_tot_ev": -42682.4478,
  "species": ["C", "C", "C", "N", "C", "C", "C", "C", "C", "O", "C", "O", "C", "O", "C", "C", "C", "C", "C", "C", "C", "O", "N", "C", "C", "C", "C", "O", "C", "C", "C", "C", "C", "O", "H", "H", "H", "H", "H", "H", "H", "H", "H", "H", "H", "H", "H", "H", "H", "H", "H", "H", "H", "H", "H", "H", "H", "H", "H", "H", "H", "H"],
  "positions_angstrom": [[-7.9015, -1.7300, -0.5465], [-7.6279, -1.2429, 0.8711], [-6.1366, -1.1045, 1.1859], [-5.4778, -0.1101, 0.3474], [-4.6194, -0.6105, -0.7040], [-3.3082, -1.1418, -0.1489], [-2.3058, -1.7535, -1.0795], [-3.0420, -2.6161, -0.1005], [-5.6457, 1.1800, 0.7000], [-6.3854, 1.5116, 1.6048], [-4.9515, 2.2838, -0.1163], [-3.6164, 2.0368, -0.5383], [-2.6751, 2.0050, 0.4158], [-2.8952, 2.1925, 1.5836], [-1.3292, 1.6881, -0.1413], [-1.1282, 1.5280, -1.5105], [0.1253, 1.2090, -2.0171], [1.1616, 1.0544, -1.1190], [0.9646, 1.2147, 0.2543], [-0.2737, 1.5338, 0.7644], [2.2639, 0.9839, 0.9377], [2.5181, 1.0359, 2.1110], [3.1727, 0.6944, -0.0825], [4.5435, 0.4090, 0.1441], [5.5123, 0.9592, -0.6806], [6.8505, 0.6761, -0.4728], [7.2351, -0.1559, 0.5746], [8.5121, -0.4985, 0.8706], [9.5657, 0.0066, 0.0721], [10.8691, -0.5455, 0.6272], [6.2510, -0.6984, 1.4056], [4.9189, -0.4256, 1.1922], [2.5894, 0.7151, -1.3470], [3.1482, 0.4875, -2.3883], [-7.4125, -2.6859, -0.7281], [-8.9702, -1.8632, -0.6959], [-7.5476, -1.0083, -1.2792], [-8.0561, -1.9464, 1.5871], [-8.1024, -0.2740, 1.0270], [-6.0307, -0.7881, 2.2272], [-5.6227, -2.0562, 1.0483], [-4.4269, 0.1845, -1.4261], [-5.1459, -1.4150, -1.2262], [-2.9219, -0.5523, 0.6737], [-1.2579, -1.5565, -0.9130], [-2.5708, -1.8323, -2.1229], [-2.5008, -3.0152, 0.7433], [-3.7953, -3.2863, -0.4879], [-4.9830, 3.1785, 0.5139], [-5.5197, 2.4626, -1.0334], [-1.9629, 1.6568, -2.1808], [0.2905, 1.0838, -3.0757], [-0.4442, 1.6619, 1.8223], [5.2253, 1.6053, -1.4948], [7.5812, 1.1150, -1.1330], [9.4327, -0.3107, -0.9714], [9.5727, 1.1048, 0.1086], [11.7060, -0.1792, 0.0397], [10.8561, -1.6314, 0.5930], [10.9935, -0.2335, 1.6604], [6.5613, -1.3401, 2.2145], [4.1696, -0.8510, 1.8400]],
  "forces_ev_per_a": [[-0.03, 0.06, 0.25], [0.20, -0.05, -0.12], [-0.42, 0.11, 0.30], [-0.07, -0.34, 0.03], [0.35, 0.01, -0.17], [-0.15, 0.13, -0.15], [0.06, 0.02, -0.02], [0.05, -0.15, 0.12], [0.27, 0.27, -0.32], [-0.17, 0.24, 0.18], [-0.40, 0.32, 0.38], [0.21, -0.04, -0.23], [0.04, 0.08, 0.26], [-0.07, -0.05, -0.14], [0.27, -0.03, 0.02], [0.02, 0.02, 0.07], [0.23, -0.04, 0.06], [-0.50, 0.16, 0.45], [-0.27, -0.01, -0.62], [-0.06, 0.01, -0.07], [-0.07, 0.13, 0.24], [-0.10, 0.00, -0.05], [0.38, -0.08, 0.06], [0.35, 0.00, -0.03], [-0.25, -0.04, 0.17], [0.35, -0.08, 0.06], [-0.32, 0.02, 0.01], [-0.04, -0.11, 0.15], [0.34, 0.09, -0.16], [-0.44, 0.10, -0.07], [0.23, 0.04, -0.09], [0.01, 0.03, -0.13], [0.02, -0.13, -0.28], [-0.12, 0.06, 0.05], [0.04, -0.11, -0.10], [-0.08, -0.02, -0.10], [0.04, 0.04, -0.14], [-0.04, 0.02, 0.07], [-0.02, -0.03, 0.10], [0.07, -0.12, -0.08], [0.05, 0.01, 0.00], [-0.08, -0.16, 0.04], [0.02, 0.06, -0.04], [0.06, -0.06, 0.03], [0.07, 0.03, 0.08], [-0.10, -0.02, -0.12], [0.08, 0.02, 0.06], [-0.13, 0.01, -0.06], [-0.04, -0.22, -0.13], [0.10, -0.03, 0.10], [-0.06, -0.01, -0.05], [0.01, -0.01, -0.11], [-0.01, 0.01, 0.10], [-0.02, 0.03, -0.05], [0.09, 0.02, -0.04], [-0.04, 0.08, 0.10], [-0.06, -0.12, -0.05], [0.10, 0.03, -0.05], [0.05, -0.10, -0.01], [0.06, 0.03, 0.09], [0.03, -0.08, 0.10], [-0.05, -0.03, 0.05]]
}

---

No. 2
{
  "formula": "C28H83F2N8O14PbS2",
  "method": "ωB97M-V/def2-TZVPD",
  "total_charge": 1,
  "homo_energy_ev": -10.09,
  "relative_energy_kcal_mol": 170.7,
  "e_tot_ev": -103307.0377,
  "species": ["Pb", "N", "S", "O", "O", "F", "S", "O", "O", "F", "O", "H", "H", "O", "H", "H", "O", "H", "H", "C", "C", "C", "O", "C", "N", "H", "H", "H", "H", "H", "H", "H", "H", "H", "H", "H", "C", "C", "C", "O", "C", "N", "H", "H", "H", "H", "H", "H", "H", "H", "H", "H", "H", "C", "C", "C", "O", "C", "N", "H", "H", "H", "H", "H", "H", "H", "H", "H", "H", "H", "C", "C", "C", "O", "C", "N", "H", "H", "H", "H", "H", "H", "H", "H", "H", "H", "H", "C", "C", "C", "O", "C", "N", "H", "H", "H", "H", "H", "H", "H", "H", "H", "H", "H", "C", "C", "C", "O", "C", "N", "H", "H", "H", "H", "H", "H", "H", "H", "H", "H", "H", "C", "C", "C", "O", "C", "N", "H", "H", "H", "H", "H", "H", "H", "H", "H", "H", "H"],
  "positions_angstrom": [[-0.2652, -2.5063, 2.1897], [-0.1969, -0.8142, 0.4150], [-0.6755, 0.6614, 0.3106], [-1.7604, 1.0256, -0.6017], [0.3325, 1.6865, 0.5901], [-1.4252, 0.7467, 1.7137], [0.2283, -0.8245, -1.1755], [1.1358, 0.1357, -1.7801], [-0.8400, -1.3912, -2.0256], [1.1117, -2.1637, -0.9991], [-2.3164, -2.6332, -4.0945], [-3.2265, -2.5237, -4.3702], [-2.1797, -1.9481, -3.4402], [-2.7197, -2.1319, 2.2441], [-3.3190, -2.8542, 2.4323], [-3.2684, -1.4672, 1.8278], [0.0008, -4.3843, 0.4056], [0.5712, -3.9733, -0.2440], [-0.2347, -5.2276, 0.0187], [3.6162, -2.0114, -3.2131], [4.3552, -1.1395, -2.2069], [5.7311, -1.7670, -1.7690], [5.6718, -2.7317, -0.6870], [7.0074, -3.0573, -0.1958], [4.5210, 0.2251, -2.7064], [4.3123, -2.4161, -3.9478], [2.7913, -1.5480, -3.7543], [3.3362, -2.9539, -2.7425], [3.8332, -0.9766, -1.2640], [6.4007, -0.9591, -1.4738], [6.1877, -2.3058, -2.5993], [7.3936, -3.9663, -0.6568], [6.8652, -3.3493, 0.8447], [7.7703, -2.2788, -0.2056], [3.5630, 0.4766, -2.9045], [5.0089, 0.2345, -3.5906], [3.5816, 4.6353, -0.4924], [2.6525, 4.3912, 0.7052], [1.1356, 4.8529, 0.5909], [1.0074, 6.2953, 0.5057], [-0.3359, 6.7718, 0.2491], [2.7625, 2.9319, 1.0556], [3.6459, 5.6284, -0.9371], [3.6179, 3.8216, -1.2168], [4.5372, 4.4080, -0.0200], [3.0795, 4.8448, 1.5996], [0.6655, 4.5573, 1.5288], [0.5241, 4.4158, -0.1984], [-0.3904, 7.8393, 0.0352], [-1.1689, 6.6330, 0.9383], [-0.6567, 6.3261, -0.6924], [2.0913, 2.4078, 0.5126], [3.6575, 2.7246, 0.6359], [4.1672, -2.8250, 3.4315], [2.6650, -2.5429, 3.4658], [2.3742, -1.0531, 3.9117], [0.9619, -0.7052, 3.8125], [0.9094, 0.6351, 4.3600], [2.2337, -2.7142, 2.0762], [4.5717, -2.3687, 4.3349], [4.6346, -2.2860, 2.6074], [4.4284, -3.8801, 3.3504], [2.2294, -3.2993, 4.1187], [2.9895, -0.4217, 3.2707], [2.6501, -1.0414, 4.9661], [-0.1166, 0.8896, 4.6255], [1.2475, 1.3174, 3.5801], [1.5216, 0.9307, 5.2120], [2.7478, -3.5330, 1.7840], [2.7113, -2.0201, 1.5192], [-4.9843, 1.7392, 1.1223], [-5.4394, 0.5446, 1.9208], [-6.9984, 0.3451, 1.6819], [-7.5304, -0.9206, 2.0281], [-7.5649, -1.1127, 3.4198], [-4.7974, -0.5758, 1.1343], [-5.5910, 2.6167, 1.3457], [-5.1527, 1.5875, 0.0561], [-3.9083, 1.9014, 1.1849], [-5.2134, 0.5361, 2.9870], [-7.2444, 0.4675, 0.6271], [-7.5579, 1.1018, 2.2319], [-7.6534, -2.1776, 3.6346], [-8.3314, -0.5679, 3.9711], [-6.6063, -0.9934, 3.9248], [-5.0979, -0.4636, 0.1765], [-5.3563, -1.3926, 1.3356], [-3.2565, 3.7795, 3.2160], [-2.8754, 4.9576, 4.1017], [-4.1893, 5.7508, 4.5429], [-3.8487, 7.0160, 5.1429], [-4.8402, 7.9982, 5.3897], [-2.2749, 4.1917, 5.2098], [-3.6531, 4.1539, 2.2723], [-4.0213, 3.0566, 3.4998], [-2.3925, 3.1207, 3.1283], [-2.2644, 5.6425, 3.5138], [-4.8030, 5.2410, 5.2855], [-4.7824, 6.0418, 3.6759], [-5.6372, 7.5830, 6.0065], [-5.3078, 8.2348, 4.4339], [-4.3218, 8.8873, 5.7487], [-2.0298, 4.8477, 5.9377], [-1.3778, 3.8321, 4.9165], [-2.6175, 1.2216, -8.2103], [-1.1455, 0.8426, -8.5031], [-0.3807, 0.3432, -7.2860], [-0.5726, 1.2261, -6.2141], [-0.1722, 0.6459, -5.0199], [-1.1226, 0.0546, -9.6861], [-3.1505, 1.7687, -8.9879], [-2.5952, 1.9861, -7.4337], [-3.1764, 0.3462, -7.8795], [-0.6294, 1.7564, -8.7976], [0.6660, 0.3329, -7.5900], [-0.8231, -0.6342, -7.0936], [-0.0481, 1.3443, -4.1922], [0.7148, 0.0360, -5.1907], [-0.9350, -0.0160, -4.6098], [-1.2909, 0.6910, -10.4521], [-1.8546, -0.6399, -9.6426], [3.9649, -5.9224, -1.7718], [3.0457, -5.3063, -0.6680], [2.2723, -6.3893, 0.2276], [1.0206, -6.6142, -0.5390], [0.2498, -7.7550, -0.0374], [3.8447, -4.4728, 0.1724], [4.8241, -6.4620, -1.3734], [4.3712, -5.1165, -2.3830], [3.3160, -6.6421, -2.2709], [2.3591, -4.6317, -1.1795], [2.2399, -6.0096, 1.2488], [2.9357, -7.2512, 0.2991], [-0.8229, -7.5623, -0.0565], [0.5038, -7.9688, 1.0008], [0.3196, -8.6727, -0.6213], [4.4849, -3.9461, -0.4046], [4.4574, -5.0082, 0.7707]],
  "forces_ev_per_a": [[0.42, -0.22, 0.07], [0.89, 0.10, -2.10], [-3.19, 8.84, 3.94], [2.34, -1.68, 0.71], [-1.17, -2.40, -1.35], [-0.32, -1.09, 0.37], [0.06, -5.37, -6.04], [-1.48, -1.04, 2.07], [2.02, 1.96, 2.28], [0.59, 0.38, 0.31], [-0.02, -0.23, -0.15], [-0.22, -0.03, -0.17], [0.20, 0.19, 0.23], [0.74, -0.82, 0.59], [-0.20, -0.31, 0.11], [-1.09, 1.39, -0.94], [-0.40, 1.25, 0.95], [0.28, 0.09, -0.43], [0.08, -0.64, -0.21], [0.60, -1.22, 0.36], [0.99, -0.40, 0.51], [-0.14, 0.01, -0.40], [1.32, 1.33, -0.22], [-1.07, -0.84, 0.56], [0.18, -0.18, 0.33], [0.27, 0.54, -0.38], [-0.08, 0.03, 0.39], [-0.73, 0.03, 0.22], [-0.49, -0.42, 0.03], [-0.08, 0.15, 0.04], [0.07, 0.18, -0.39], [0.04, 0.16, -0.55], [-0.05, 0.18, 0.16], [-0.43, 0.34, -0.40], [-0.07, 0.68, -0.20], [0.11, -0.04, -0.25], [0.86, -0.31, 0.84], [-1.42, -0.13, -0.41], [0.39, 0.69, 0.79], [-0.52, 0.16, 0.36], [0.39, -0.39, -1.38], [-0.22, 0.80, -0.28], [-0.31, -0.12, 0.07], [-1.02, 0.21, -0.48], [0.62, 0.64, -0.03], [-0.22, 0.74, -0.25], [-0.10, -0.28, 0.20], [0.46, -0.35, -0.41], [0.94, 0.11, 0.25], [0.55, -0.71, 0.88], [-0.20, -0.28, -0.16], [-0.03, -0.02, -0.08], [0.26, -0.65, 0.24], [0.21, 1.18, 0.99], [0.66, 1.32, -0.52], [-0.29, -2.71, -0.07], [1.80, 0.03, 0.95], [-1.10, 1.38, -1.01], [-0.92, -0.10, 0.20], [0.50, -0.47, 0.19], [-0.03, -0.03, -0.16], [-0.18, 0.06, 0.16], [-0.58, 0.21, 0.03], [-0.05, 0.41, 0.19], [0.19, 0.57, -0.06], [-0.05, -0.29, -0.21], [-0.17, 0.11, -0.25], [0.28, -1.21, 0.30], [-0.29, -0.85, -1.04], [-0.02, 0.55, -0.24], [-0.27, 0.93, 0.08], [-1.45, -1.30, -2.79], [0.28, 0.61, 0.59], [0.59, 0.07, 0.32], [0.57, -1.32, 0.78], [-0.05, -0.75, 1.45], [0.44, 0.31, 0.32], [-0.21, -0.34, -0.05], [-0.14, 0.27, 0.39], [0.38, -0.05, -0.23], [0.30, 0.08, -0.10], [-0.01, 0.33, 0.10], [-0.85, -0.16, -0.42], [-0.11, 0.23, -0.32], [0.38, 0.94, -0.17], [0.44, 0.56, -0.43], [-0.16, -0.65, 0.54], [-0.66, 0.21, -1.44], [-2.58, -1.40, 0.75], [0.88, 1.30, 0.34], [1.66, -0.33, 0.36], [0.01, -1.22, -1.27], [0.34, 1.69, 0.82], [0.55, -0.18, -0.52], [-0.32, 0.53, 1.06], [0.26, 0.29, -0.70], [0.37, 0.12, 0.34], [0.01, -0.71, -0.24], [-0.16, -0.65, -0.44], [0.05, 0.36, 0.58], [-0.21, 0.34, -0.22], [-0.29, -0.25, 0.35], [0.02, 0.12, 0.52], [0.14, -0.17, -0.27], [0.77, 0.95, 1.24], [-1.33, 2.46, -0.12], [-0.98, -0.12, -1.25], [-0.18, 0.63, -0.21], [-0.18, -0.76, 0.95], [1.06, -1.25, -0.47], [0.28, -0.58, -0.63], [-0.25, -0.32, 0.58], [-0.17, 0.03, 0.01], [-0.01, 0.38, 0.17], [0.22, -0.59, 0.27], [0.50, -0.48, 0.52], [0.42, 0.55, -0.50], [0.36, 0.07, 0.33], [-0.28, -0.47, -0.28], [-0.15, -0.41, -0.23], [-0.08, -0.11, -0.33], [-1.34, -0.32, 0.83], [0.72, -1.49, 0.19], [0.60, 1.39, -2.98], [0.63, -1.45, 1.94], [0.01, 0.27, 0.14], [-0.11, 0.59, 1.48], [-0.10, -0.05, 0.37], [-0.32, -0.19, -0.36], [0.39, 0.11, -0.81], [-0.49, -0.30, -0.01], [-1.15, 0.22, 0.06], [-0.41, -0.56, -0.39], [-0.02, 0.64, -0.08], [0.15, -0.02, -0.02], [0.75, 0.16, -0.24], [0.03, 0.47, 0.04], [0.12, -0.45, 0.09]]
}